No. 1
{
  "formula": "C26H19N2O7PRuS",
  "method": "the ωB97M-V functional and the def2-TZVPD basis",
  "energy_ev": -67284.858,
  "spin_multiplicity": 2,
  "homo_lumo_gap_ev": [8.5, 8.0],
  "s2": 0.76,
  "charge": 1,
  "lumo_energy_ev": [-3.5, -4.0],
  "species": ["N", "C", "C", "C", "C", "H", "C", "C", "C", "C", "H", "Ru", "O", "C", "N", "C", "H", "C", "H", "H", "H", "O", "H", "H", "C", "H", "C", "H", "C", "C", "C", "H", "C", "C", "O", "C", "O", "H", "C", "H", "S", "O", "C", "O", "C", "H", "P", "C", "H", "H", "O", "H", "C", "C", "C", "H", "H"],
  "coordinates": [[-2.98, -2.32, -1.37], [0.89, 2.22, 0.24], [0.33, -2.84, -3.97], [3.51, -2.02, 1.60], [2.29, -1.55, 1.15], [-1.65, -0.35, -5.13], [2.11, -1.08, -0.15], [1.70, 3.23, -2.22], [-0.99, -0.89, -4.46], [-2.45, -1.11, 3.74], [1.24, 4.19, 0.99], [-1.30, -0.83, 0.67], [1.13, -2.11, 3.45], [-0.63, -0.33, -3.25], [-2.40, 0.58, 2.15], [-3.20, 2.60, 3.82], [5.28, -1.50, -1.24], [-2.64, 0.32, 3.43], [-0.79, -2.57, -5.78], [1.95, 5.10, -1.20], [1.36, 1.27, -2.99], [-1.88, 0.82, -0.36], [2.02, 3.62, -3.18], [-1.03, 0.64, -2.96], [4.60, -2.00, 0.73], [-2.37, -2.38, 5.12], [1.26, 3.55, 0.12], [3.10, -0.69, -2.01], [-2.34, -1.76, -0.60], [0.91, 1.39, -0.88], [-3.04, 1.31, 4.31], [3.61, -2.38, 2.61], [0.70, -2.28, -2.75], [-2.97, 2.85, 2.48], [-0.08, -2.40, 1.30], [1.33, 1.90, -2.11], [-2.54, -1.43, 5.02], [-3.22, 1.07, 5.35], [-2.30, 1.93, 0.19], [0.70, -3.82, -4.24], [0.86, -1.60, 2.15], [0.29, -0.22, 2.10], [3.20, -1.06, -1.00], [-2.47, 2.96, -0.40], [-0.51, -2.14, -4.82], [1.34, -2.84, -2.09], [0.53, -0.37, -0.75], [-2.57, 1.80, 1.67], [-3.54, -2.84, -2.02], [-3.10, 3.83, 2.04], [-2.23, -1.90, 2.85], [5.56, -2.36, 1.06], [1.66, 4.06, -1.11], [4.44, -1.52, -0.56], [0.23, -1.02, -2.40], [0.60, 1.84, 1.20], [-3.51, 3.40, 4.48]]
}


No. 2
{
  "formula": "C26H19N6O2PPtS",
  "method": "the ωB97M-V functional and the def2-TZVPD basis",
  "energy_ev": -63676.570,
  "spin_multiplicity": 1,
  "homo_lumo_gap_ev": [6.0, 6.0],
  "charge": 0,
  "lumo_energy_ev": [-1.2, -1.2],
  "species": ["C", "N", "C", "C", "H", "O", "P", "H", "C", "N", "C", "C", "N", "H", "C", "C", "C", "C", "O", "C", "H", "C", "H", "C", "C", "H", "C", "H", "H", "C", "C", "C", "C", "S", "C", "C", "Pt", "N", "H", "N", "H", "C", "H", "H", "C", "C", "H", "H", "H", "H", "H", "H", "C", "H", "C", "N"],
  "coordinates": [[-2.35, -1.24, -2.01], [1.83, 0.03, -0.42], [-3.82, -1.13, -0.11], [-2.98, -3.88, 3.97], [-5.57, -0.90, -3.00], [0.05, -1.00, 1.90], [-1.08, -1.46, 0.53], [-0.27, -5.29, -2.49], [-0.26, -1.40, 3.14], [0.41, 0.74, -2.64], [1.26, -2.97, 0.17], [3.85, -0.75, 0.55], [-1.77, 1.72, -0.10], [-5.91, -0.89, -0.56], [-3.46, -4.10, 2.68], [-0.60, -3.62, -1.20], [0.17, -4.63, -1.76], [2.45, -0.10, -1.62], [0.36, -1.06, 4.12], [-1.95, -2.98, 4.19], [-3.33, -3.57, 0.61], [-2.95, -3.40, 1.60], [1.20, 1.27, -5.62], [1.49, -4.80, -1.37], [-3.44, -1.11, -2.86], [4.19, -0.76, -2.66], [-1.42, -2.31, 3.10], [-4.25, -4.83, 2.52], [-1.63, -3.51, -1.51], [-2.54, -1.29, -0.63], [-4.72, -1.01, -2.34], [1.71, 0.37, -2.78], [-4.91, -1.00, -0.97], [-4.30, 2.81, -0.24], [2.56, -0.28, 0.66], [-0.06, -2.76, -0.25], [-0.13, 0.64, -0.35], [2.18, 0.54, -4.00], [-1.54, -2.81, 5.17], [1.12, 1.04, -4.65], [1.67, -2.35, 0.95], [-1.94, -2.47, 1.82], [2.09, -5.58, -1.81], [-3.98, -1.09, 0.96], [-2.87, 2.12, -0.18], [3.74, -0.63, -1.69], [-3.29, -1.09, -3.93], [-3.42, -4.41, 4.81], [-1.35, -1.34, -2.40], [3.05, -4.11, -0.07], [4.43, -0.98, 1.43], [2.08, -0.16, 1.62], [2.03, -3.97, -0.40], [-0.89, 1.57, -4.10], [0.07, 1.17, -3.82], [4.44, -0.96, -0.63]]
}


No. 3
{
  "formula": "C26H19N7O3Ti",
  "method": "the ωB97M-V functional and the def2-TZVPD basis",
  "energy_ev": -66954.696,
  "spin_multiplicity": 2,
  "homo_lumo_gap_ev": [5.8, 6.0],
  "s2": 0.75,
  "charge": 1,
  "lumo_energy_ev": [-4.7, -4.5],
  "species": ["H", "C", "C", "H", "C", "C", "N", "O", "H", "C", "C", "N", "N", "H", "C", "C", "C", "C", "C", "H", "C", "H", "C", "C", "O", "C", "O", "C", "H", "C", "C", "H", "H", "N", "C", "H", "C", "C", "Ti", "H", "N", "C", "H", "C", "C", "H", "N", "H", "C", "C", "N", "H", "H", "H", "H", "H"],
  "coordinates": [[1.67, -3.65, 0.15], [2.24, 3.16, -2.81], [-2.17, 1.33, 2.60], [-1.21, -5.08, -1.75], [2.65, 2.65, -4.08], [-1.96, -2.58, -2.51], [-3.43, -4.04, -4.07], [0.31, 5.83, 2.70], [-0.01, -4.44, -0.66], [-2.20, -1.02, 1.23], [-3.02, 0.29, 3.02], [0.00, 1.89, -0.22], [-1.48, 0.04, 0.75], [3.37, 3.24, -4.69], [1.28, -3.23, 1.06], [0.86, -4.12, 1.99], [0.42, -2.33, 3.54], [0.42, -3.67, 3.26], [-3.03, -0.91, 2.36], [-1.08, 3.90, 2.23], [-0.91, -3.05, -1.72], [1.21, -0.42, 2.95], [-2.74, -3.37, -3.42], [1.26, -1.86, 1.32], [2.02, 6.18, 1.15], [-2.02, -1.19, -2.56], [-0.26, -2.08, -1.11], [1.41, 2.29, -2.09], [-2.17, -1.96, 0.69], [1.18, 3.92, -0.23], [1.25, 0.73, -3.70], [2.31, -1.09, -0.29], [0.87, -0.23, -4.08], [-0.57, -4.30, -1.48], [0.51, 4.28, 0.96], [1.88, -0.10, 0.86], [-0.64, 2.25, 0.87], [1.01, 5.64, 1.69], [-0.23, -0.05, -1.00], [1.95, 4.65, -0.57], [1.54, -0.92, 0.34], [-0.50, 3.51, 1.45], [0.07, -4.26, 4.10], [0.97, -1.44, 2.62], [0.84, 2.75, -0.78], [-3.68, -1.68, 2.63], [-1.89, -0.04, -2.52], [2.49, 4.16, -2.39], [-1.51, 1.17, 1.40], [2.11, 1.45, -4.53], [0.95, 1.11, -2.47], [0.83, -5.14, 1.75], [0.14, -2.01, 4.57], [-3.64, 0.44, 3.88], [-2.08, 2.29, 3.15], [2.40, 1.12, -5.52]]
}


No. 4
{
  "formula": "C26H20BrClN2O2PS4Sr",
  "method": "the ωB97M-V functional and the def2-TZVPD basis",
  "energy_ev": -170396.504,
  "spin_multiplicity": 2,
  "homo_lumo_gap_ev": [3.3, 5.2],
  "s2": 0.76,
  "charge": -2,
  "lumo_energy_ev": [3.9, 3.9],
  "species": ["C", "H", "C", "H", "C", "S", "H", "H", "H", "H", "N", "C", "C", "C", "O", "C", "C", "H", "H", "H", "C", "C", "C", "C", "C", "Cl", "Sr", "C", "C", "C", "C", "S", "H", "C", "H", "H", "O", "S", "H", "C", "C", "C", "N", "H", "C", "Br", "H", "P", "C", "H", "C", "S", "C", "H", "H", "H", "H", "C"],
  "coordinates": [[0.70, 1.94, -1.29], [-4.62, 3.45, 1.00], [3.05, -2.46, -0.55], [0.03, 2.02, 1.85], [4.74, -4.47, 2.17], [0.80, -0.04, 3.61], [1.73, 5.12, -1.87], [-0.72, 2.22, -3.35], [3.69, -5.22, 3.97], [1.91, 0.18, -1.58], [-0.52, -3.67, -0.50], [-0.65, 0.15, 4.48], [-1.56, 1.54, -3.30], [3.27, -3.24, 0.69], [1.93, -1.81, -0.64], [-2.91, 2.43, 0.21], [1.86, 1.26, -1.68], [-0.52, -4.56, -0.01], [-4.51, -0.93, -3.14], [-1.18, 3.28, 3.56], [-2.97, 3.48, 2.38], [-3.59, 3.16, 1.18], [3.62, -4.66, 3.05], [2.95, 1.97, -2.16], [0.67, 3.33, -1.35], [-3.16, -1.02, -0.69], [0.33, -1.67, 1.10], [-3.69, -0.23, -3.21], [-1.92, -1.69, 2.70], [-2.84, -0.09, -2.11], [2.90, 3.36, -2.24], [-3.24, -2.64, 2.31], [3.76, 3.91, -2.60], [2.44, -4.08, 2.68], [-1.34, -3.62, -1.09], [-4.12, 0.40, -5.21], [3.92, -2.47, -1.44], [-0.80, 1.08, 5.86], [-3.52, 4.01, 3.15], [-3.46, 0.51, -4.35], [-1.60, 2.02, 0.44], [-2.39, 1.40, -4.40], [2.19, -3.37, 1.60], [-2.20, 1.98, -5.29], [4.52, -3.76, 1.00], [0.91, -4.31, 3.85], [-3.41, 2.17, -0.71], [-0.66, 0.91, -0.67], [-1.77, 0.80, -2.13], [3.84, 1.44, -2.45], [1.76, 4.04, -1.83], [-2.12, -0.80, 4.17], [-1.66, 3.08, 2.61], [5.31, -3.59, 0.28], [0.33, -3.60, -1.06], [5.71, -4.86, 2.42], [-0.22, 3.86, -1.02], [-0.98, 2.36, 1.64]]
}